No. 1
This record from the OMol25 dataset describes a cluster of 2 separate species, C2H3NO2 in total at a distorted geometry. The level of theory is ωB97M-V/def2-TZVPD.

Structure (ORCA input):
```
! wB97M-V def2-TZVPD RIJCOSX def2/J DEFGRID3
* xyz 0 3
O 1.66143 1.14984 -0.15539
O -2.34379 0.05196 -0.04216
N 0.97607 -1.07293 -0.00690
C -1.48069 0.89147 0.07165
C 0.88183 0.24576 -0.00893
H -1.60868 1.98919 0.08044
H 1.83085 -1.71537 -0.12872
H 0.08298 -1.53991 0.19000
*
```

The molar mass is 73.051 u. The calculated total energy is -283.086399 Eh. The calculation puts the energy relative to the best compared isomer or geometry (same formula, charge and spin) at 1.757 eV. Its largest force on an atom is 3.9 eV/Å. The calculation puts the gap between HOMO and LUMO (alpha / beta) at 7.0 / 9.9 eV. The expectation value of S² is 2.006.



No. 2
This record from the OMol25 dataset describes an isolated molecule of C2H3NO2S at a distorted geometry. The level of theory is ωB97M-V/def2-TZVPD.

Structure (ORCA input):
```
! wB97M-V def2-TZVPD RIJCOSX def2/J DEFGRID3
* xyz 0 1
S -2.52425 0.33882 -0.34110
O -2.95798 -1.09300 0.35735
O -2.43235 1.28493 0.74892
N -0.99938 -0.37887 -0.90469
C 1.08573 0.71685 -0.06164
C 0.02532 0.17663 -0.56606
H 1.15968 0.72037 1.00801
H -2.33630 -1.75070 0.22248
H 1.79631 1.37673 -0.67902
*
```

The molar mass is 105.118 u. The calculated total energy is -681.345619 Eh. The calculation puts the energy relative to the best compared isomer or geometry (same formula, charge and spin) at 3.094 eV. Its largest force on an atom is 3.4 eV/Å. The calculation puts the gap between HOMO and LUMO at 10.0 eV.



No. 3
This record from the OMol25 dataset describes a structure of composition C2H3NO2S at a distorted geometry. The level of theory is ωB97M-V/def2-TZVPD.

Structure (ORCA input):
```
! wB97M-V def2-TZVPD RIJCOSX def2/J DEFGRID3
* xyz 0 1
S -1.39325 0.04301 0.42351
O -2.40628 0.08245 -0.60167
O 2.13555 0.36394 -0.10588
N 0.14561 1.28025 0.11535
C 0.95543 0.27039 0.03022
C 0.07053 -1.00156 0.07186
H 0.26648 -1.70196 1.02142
H 0.19164 2.21164 -0.16037
H 0.03428 -1.54816 -0.79444
*
```

The molar mass is 105.118 u. The calculated total energy is -681.364715 Eh. The calculation puts the energy relative to the best compared isomer or geometry (same formula, charge and spin) at 2.574 eV. Its largest force on an atom is 5.9 eV/Å. The calculation puts the gap between HOMO and LUMO at 10.1 eV.



No. 4
This record from the OMol25 dataset describes an isolated molecule of C2H3NO2S at a distorted geometry. The level of theory is ωB97M-V/def2-TZVPD.

Structure (ORCA input):
```
! wB97M-V def2-TZVPD RIJCOSX def2/J DEFGRID3
* xyz 0 1
S -0.33263 1.89746 1.57576
O -1.22501 -1.05546 1.37722
O -0.16889 -1.46718 -0.62596
N 0.83539 0.90747 -0.68023
C -0.59519 -0.64427 0.48745
C -0.00479 0.79137 0.38346
H 0.77853 0.05891 -1.25431
H -0.38646 -2.29621 -0.21160
H 1.09906 1.80790 -1.05180
*
```

The molar mass is 105.118 u. The calculated total energy is -681.434915 Eh. The calculation puts the energy relative to the best compared isomer or geometry (same formula, charge and spin) at 0.664 eV. As for the SMILES: NC(=S)C(=O)O. Its largest force on an atom is 3.3 eV/Å. The calculation puts the gap between HOMO and LUMO at 8.4 eV.



No. 5
This record from the OMol25 dataset describes an isolated molecule of C2H3NO2S at a distorted geometry. The level of theory is ωB97M-V/def2-TZVPD.

Structure (ORCA input):
```
! wB97M-V def2-TZVPD RIJCOSX def2/J DEFGRID3
* xyz 0 1
S -0.92663 -0.66358 0.11709
O -0.87739 -1.57109 -0.94514
O -1.98335 0.32791 0.11622
N 1.30958 1.38031 -1.91688
C 0.71028 0.26077 0.34323
C 1.00281 0.88347 -0.92124
H 1.55511 -0.27690 0.60733
H -1.15461 -1.37625 1.45906
H 0.36420 1.03536 1.14033
*
```

The molar mass is 105.118 u. The calculated total energy is -681.347736 Eh. The calculation puts the energy relative to the best compared isomer or geometry (same formula, charge and spin) at 3.036 eV. As for the SMILES: N#CC[SH](=O)=O. Its largest force on an atom is 4.1 eV/Å. The calculation puts the gap between HOMO and LUMO at 11.3 eV.



No. 6
This record from the OMol25 dataset describes a cluster of 2 separate species, C2H3NO2S in total at a distorted geometry. The level of theory is ωB97M-V/def2-TZVPD.

Structure (ORCA input):
```
! wB97M-V def2-TZVPD RIJCOSX def2/J DEFGRID3
* xyz 0 1
S -0.12799 1.44030 -0.75399
O -1.21503 -2.54077 2.92903
O -1.99938 -0.21649 1.60682
N -0.26812 -2.36854 2.21779
C -0.92907 -0.33576 1.17647
C -0.09410 -0.22523 0.04108
H -0.41918 -1.12168 -0.54893
H 1.00659 -0.53263 0.28944
H -1.22493 1.02260 -1.41242
*
```

The molar mass is 105.118 u. The calculated total energy is -681.253431 Eh. The calculation puts the energy relative to the best compared isomer or geometry (same formula, charge and spin) at 5.602 eV. Its largest force on an atom is 4.4 eV/Å. The calculation puts the gap between HOMO and LUMO (alpha / beta) at 7.0 / 6.8 eV.



No. 7
This record from the OMol25 dataset describes a structure of composition C2H3NO2S at a distorted geometry. The level of theory is ωB97M-V/def2-TZVPD.

Structure (ORCA input):
```
! wB97M-V def2-TZVPD RIJCOSX def2/J DEFGRID3
* xyz 0 1
S 1.89839 -0.06618 -0.16348
O -1.58749 -1.17006 -0.59378
O -0.80569 2.10079 -0.16366
N -0.41161 -1.30261 0.48442
C -0.96095 1.02933 0.29309
C 0.25249 -0.01028 0.37656
H -2.41026 -1.99788 -0.12951
H -1.88431 0.79404 0.81815
H 0.19777 -2.17912 0.57773
*
```

The molar mass is 105.118 u. The calculated total energy is -681.236247 Eh. The calculation puts the energy relative to the best compared isomer or geometry (same formula, charge and spin) at 6.070 eV. Its largest force on an atom is 6.9 eV/Å. The calculation puts the gap between HOMO and LUMO at 7.5 eV.



No. 8
This record from the OMol25 dataset describes an isolated molecule of C2H3NO2S at a distorted geometry. The level of theory is ωB97M-V/def2-TZVPD.

Structure (ORCA input):
```
! wB97M-V def2-TZVPD RIJCOSX def2/J DEFGRID3
* xyz 0 1
S -2.57164 -0.60532 -0.19049
O 0.24286 -0.76436 0.44303
O 2.07722 0.11303 -0.46596
N -0.24015 0.53115 0.48982
C 1.50902 -0.85059 -0.04272
C -1.53304 0.59827 0.01439
H 1.94393 -1.83718 0.12772
H 0.35958 1.20362 -0.20271
H -1.78779 1.61139 -0.17308
*
```

The molar mass is 105.118 u. The calculated total energy is -681.351925 Eh. The calculation puts the energy relative to the best compared isomer or geometry (same formula, charge and spin) at 2.922 eV. As for the SMILES: O=CONC=S. Its largest force on an atom is 3.9 eV/Å. The calculation puts the gap between HOMO and LUMO at 9.1 eV.



No. 9
This record from the OMol25 dataset describes an isolated molecule of C2H3NO2S at a distorted geometry. The level of theory is ωB97M-V/def2-TZVPD.

Structure (ORCA input):
```
! wB97M-V def2-TZVPD RIJCOSX def2/J DEFGRID3
* xyz 0 1
S -0.76932 -1.23891 -0.54788
O 0.96301 1.00618 -0.66021
O -2.76353 0.45554 -0.11472
N 1.57913 -0.04470 0.03732
C 0.82057 -1.08833 0.15492
C -1.61183 0.20352 0.08850
H 1.44194 1.79570 -0.33135
H -0.91533 0.84450 0.71456
H 1.25535 -1.93349 0.65885
*
```

The molar mass is 105.118 u. The calculated total energy is -681.352185 Eh. The calculation puts the energy relative to the best compared isomer or geometry (same formula, charge and spin) at 2.915 eV. As for the SMILES: O=CS/C=N\O. Its largest force on an atom is 2.4 eV/Å. The calculation puts the gap between HOMO and LUMO at 10.2 eV.



No. 10
This record from the OMol25 dataset describes a structure of composition C2H3NO2S at a distorted geometry. The level of theory is ωB97M-V/def2-TZVPD.

Structure (ORCA input):
```
! wB97M-V def2-TZVPD RIJCOSX def2/J DEFGRID3
* xyz 0 1
S 1.80989 1.45108 -0.14281
O 2.98829 -0.84421 0.77568
O -0.85006 0.74832 0.79204
N 0.92610 -0.63303 -0.45073
C 0.28567 0.56053 -0.65100
C 2.15375 -0.24537 0.22806
H 0.48944 -1.56290 -0.37829
H -0.08620 0.96542 1.48292
H -0.31167 0.74339 -1.54274
*
```

The molar mass is 105.118 u. The calculated total energy is -681.363490 Eh. The calculation puts the energy relative to the best compared isomer or geometry (same formula, charge and spin) at 2.608 eV. Its largest force on an atom is 4.6 eV/Å. The calculation puts the gap between HOMO and LUMO at 10.5 eV.